Entry 1:
Computed, not measured: 7 unconnected molecules or ions with the total composition C36H90N8O10P3 in a non-equilibrium geometry, with the ωB97M-V functional and the def2-TZVPD basis.

Computed properties:
Electronic energy (a.u.): -3639.7926
Net charge: +1

Geometry (Å):
C 3.296 -0.508 0.648
C 2.817 0.552 -0.413
O 3.730 1.667 -0.342
P 3.009 3.065 -0.783
O 2.657 3.168 -2.225
C 1.605 3.400 0.376
C 0.387 4.160 -0.291
C -0.931 3.334 -0.136
C -1.658 3.537 1.099
P -1.125 4.644 2.504
C -2.473 5.826 3.008
C -0.749 3.437 3.907
C -2.908 2.749 1.143
C -3.110 1.953 -0.064
N -2.364 1.804 -1.134
N -1.248 2.515 -1.166
P -0.249 2.269 -2.664
O -0.999 1.390 -3.597
O 4.139 4.233 -0.472
C 3.610 5.551 -0.717
C 3.811 6.506 0.518
H 4.161 -1.054 0.198
H 2.466 -1.198 0.910
H 3.591 -0.001 1.602
H 2.790 0.087 -1.425
H 1.764 0.797 -0.134
H 2.018 4.039 1.200
H 1.190 2.501 0.886
H 0.253 5.100 0.302
H 0.572 4.498 -1.334
H -3.384 5.332 3.417
H -2.044 6.437 3.844
H -2.696 6.546 2.188
H -1.680 2.997 4.335
H -0.068 3.876 4.661
H -0.220 2.584 3.403
H -3.606 2.791 1.996
H -4.075 1.360 -0.078
H 0.913 1.540 -2.280
H 0.039 3.508 -3.287
H 2.551 5.562 -1.059
H 4.199 6.022 -1.545
H 3.896 7.561 0.171
H 4.741 6.270 1.084
H 2.933 6.476 1.215
C 6.065 -0.926 4.693
C 6.061 0.205 3.669
C 7.443 0.849 3.461
O 7.834 1.741 4.492
C 8.408 1.117 5.629
N 5.055 1.201 4.061
H 6.126 -0.561 5.719
H 5.143 -1.507 4.617
H 6.901 -1.608 4.522
H 5.757 -0.230 2.712
H 7.396 1.457 2.552
H 8.217 0.092 3.288
H 9.000 0.239 5.361
H 7.631 0.845 6.347
H 9.063 1.842 6.113
H 4.995 1.907 3.330
H 5.430 1.712 4.858
C 1.207 -6.644 0.285
C 1.225 -5.504 -0.727
C 2.614 -4.868 -0.920
O 3.006 -3.987 0.125
C 3.571 -4.625 1.258
N 0.226 -4.503 -0.332
H 1.262 -6.292 1.316
H 0.281 -7.214 0.193
H 2.038 -7.333 0.114
H 0.925 -5.925 -1.692
H 2.575 -4.250 -1.822
H 3.386 -5.627 -1.096
H 4.160 -5.504 0.984
H 2.789 -4.900 1.970
H 4.228 -3.908 1.754
H 0.175 -3.789 -1.056
H 0.598 -4.004 0.474
C -4.739 -10.080 1.639
C -4.077 -9.229 0.560
C -2.816 -9.876 -0.044
O -1.661 -9.791 0.778
C -1.573 -10.790 1.779
N -3.792 -7.899 1.110
H -4.192 -10.058 2.583
H -5.745 -9.709 1.847
H -4.828 -11.121 1.319
H -4.802 -9.114 -0.251
H -2.565 -9.329 -0.958
H -3.002 -10.915 -0.345
H -1.982 -11.746 1.441
H -2.079 -10.462 2.690
H -0.519 -10.930 2.020
H -3.433 -7.306 0.364
H -2.999 -7.996 1.742
C -6.914 -0.744 -1.695
C -6.751 -0.964 -0.196
C -7.972 -1.627 0.465
O -9.067 -0.752 0.680
C -9.906 -0.562 -0.449
N -6.423 0.318 0.444
H -7.578 0.088 -1.929
H -5.947 -0.517 -2.149
H -7.305 -1.640 -2.181
H -5.901 -1.640 -0.061
H -7.672 -1.968 1.460
H -8.291 -2.520 -0.086
H -9.993 -1.469 -1.052
H -9.541 0.266 -1.060
H -10.898 -0.290 -0.086
H -6.228 0.148 1.429
H -7.274 0.878 0.462
C 4.449 12.039 -3.795
C 5.025 10.708 -3.322
C 3.993 9.566 -3.304
O 3.092 9.604 -2.205
C 1.983 10.470 -2.382
N 5.645 10.899 -2.006
H 3.829 12.520 -3.038
H 5.256 12.735 -4.033
H 3.848 11.908 -4.698
H 5.809 10.425 -4.031
H 4.539 8.623 -3.200
H 3.445 9.504 -4.252
H 1.643 10.495 -3.421
H 2.229 11.478 -2.040
H 1.167 10.102 -1.758
H 6.106 10.035 -1.732
H 4.893 10.997 -1.327
C -2.522 -5.442 -3.445
C -4.020 -5.210 -3.617
C -4.364 -3.828 -4.207
O -4.271 -2.755 -3.280
C -2.961 -2.244 -3.100
N -4.686 -5.431 -2.329
H -2.110 -4.900 -2.592
H -2.322 -6.501 -3.274
H -1.972 -5.140 -4.340
H -4.384 -5.962 -4.324
H -5.411 -3.849 -4.523
H -3.772 -3.616 -5.105
H -2.378 -2.272 -4.024
H -2.444 -2.793 -2.308
H -3.047 -1.205 -2.777
H -5.693 -5.365 -2.465
H -4.470 -4.633 -1.734

Entry 2:
Computed, not measured: a molecular structure, C36H91BaF3LiN7O12S in a non-equilibrium geometry, with the ωB97M-V functional and the def2-TZVPD basis.

Computed properties:
Electronic energy (a.u.): -3442.8696
Net charge: +2

Geometry (Å):
Li -14.344 21.327 -33.230
Ba -9.311 18.119 -34.760
C -11.119 20.055 -30.420
F -12.064 19.139 -30.242
F -11.277 21.055 -29.575
F -9.944 19.461 -30.185
S -11.183 20.654 -32.182
O -10.285 19.715 -32.862
O -12.580 20.425 -32.552
O -10.783 22.025 -32.226
C -16.866 20.250 -29.957
C -16.065 20.982 -31.046
C -14.967 21.822 -30.462
O -14.395 22.619 -31.494
C -13.400 23.513 -31.019
N -15.533 20.040 -32.053
H -17.247 20.935 -29.200
H -16.240 19.519 -29.441
H -17.689 19.704 -30.414
H -16.800 21.627 -31.534
H -14.167 21.204 -30.023
H -15.379 22.451 -29.665
H -13.840 24.280 -30.374
H -12.949 23.985 -31.887
H -12.616 23.011 -30.447
H -14.715 19.550 -31.697
H -16.209 19.320 -32.281
C -5.502 15.340 -33.570
C -6.695 16.302 -33.672
C -6.381 17.567 -32.868
O -7.439 18.524 -32.923
C -7.272 19.549 -31.940
N -6.932 16.635 -35.089
H -4.755 15.585 -34.325
H -5.817 14.318 -33.800
H -5.067 15.254 -32.574
H -7.568 15.808 -33.242
H -5.527 17.971 -33.437
H -6.044 17.223 -31.892
H -7.719 19.274 -30.980
H -7.781 20.450 -32.273
H -6.226 19.785 -31.731
H -6.176 17.186 -35.491
H -7.005 15.837 -35.713
C -7.946 23.062 -29.223
C -8.073 24.057 -30.365
C -7.258 23.694 -31.596
O -7.158 24.884 -32.367
C -6.300 24.750 -33.461
N -9.502 24.258 -30.684
H -6.903 22.757 -29.095
H -8.431 22.092 -29.439
H -8.391 23.401 -28.293
H -7.689 24.992 -29.952
H -7.740 22.931 -32.233
H -6.237 23.329 -31.397
H -6.614 23.911 -34.097
H -5.265 24.595 -33.132
H -6.330 25.674 -34.032
H -9.571 24.926 -31.452
H -9.810 23.403 -31.152
C -17.787 14.983 -29.437
C -16.464 14.427 -29.966
C -15.261 15.038 -29.286
O -15.288 16.433 -29.516
C -14.146 17.076 -28.990
N -16.366 12.971 -29.971
H -17.835 14.860 -28.351
H -18.639 14.480 -29.892
H -17.856 16.050 -29.654
H -16.388 14.733 -31.018
H -14.383 14.611 -29.792
H -15.252 14.816 -28.211
H -13.243 16.515 -29.268
H -14.179 17.106 -27.890
H -14.154 18.104 -29.338
H -17.114 12.602 -30.545
H -16.511 12.617 -29.029
C -13.841 24.488 -36.104
C -14.345 23.726 -34.864
C -15.653 23.038 -35.202
O -16.121 22.211 -34.158
C -17.386 21.681 -34.495
N -13.374 22.680 -34.473
H -13.641 23.741 -36.890
H -12.852 24.915 -35.946
H -14.571 25.195 -36.489
H -14.535 24.498 -34.114
H -15.514 22.433 -36.117
H -16.414 23.782 -35.464
H -17.319 20.994 -35.352
H -18.110 22.474 -34.678
H -17.716 21.014 -33.697
H -13.185 22.187 -35.345
H -12.482 23.029 -34.139
C -9.697 15.925 -29.321
C -8.519 15.109 -29.785
C -7.957 14.202 -28.736
O -6.931 13.455 -29.333
C -6.186 12.705 -28.389
N -8.878 14.356 -31.021
H -10.555 15.416 -28.875
H -10.076 16.546 -30.141
H -9.403 16.669 -28.574
H -7.738 15.825 -30.069
H -8.729 13.515 -28.354
H -7.582 14.784 -27.884
H -5.631 11.952 -28.942
H -6.801 12.289 -27.589
H -5.425 13.338 -27.910
H -8.196 13.607 -31.132
H -9.752 13.878 -30.797
C -12.292 16.940 -33.057
C -11.291 15.865 -32.689
O -9.928 16.298 -32.732
O -11.960 17.629 -34.251
H -12.350 17.575 -32.168
H -13.265 16.442 -33.109
H -11.415 15.035 -33.400
H -11.525 15.462 -31.703
H -9.404 15.628 -32.205
H -12.465 18.453 -34.275
C -12.960 20.197 -26.575
C -12.331 19.591 -25.302
C -12.035 18.098 -25.581
C -10.790 17.943 -26.453
C -9.579 18.626 -25.847
C -9.788 20.075 -25.412
N -11.126 20.239 -24.837
O -11.366 21.580 -24.472
C -8.783 20.394 -24.307
C -9.549 21.003 -26.602
C -13.352 19.612 -24.179
H -12.304 20.160 -27.448
H -13.266 21.229 -26.391
H -13.819 19.595 -26.883
H -11.837 17.600 -24.632
H -12.897 17.709 -26.121
H -11.018 18.274 -27.473
H -10.594 16.867 -26.526
H -8.800 18.623 -26.621
H -9.138 18.020 -25.053
H -8.966 19.739 -23.456
H -7.743 20.363 -24.630
H -8.980 21.409 -23.954
H -8.569 20.881 -27.071
H -10.274 20.848 -27.408
H -9.610 22.061 -26.333
H -14.289 19.114 -24.439
H -13.628 20.622 -23.864
H -12.957 19.150 -23.272
H -11.642 22.040 -25.281

The highest net charge belongs to which entry? C36H91BaF3LiN7O12S

Which value of electronic energy does entry 2 give? -3442.8696 a.u.

The lowest electronic energy belongs to which entry? C36H90N8O10P3

Which of these has the highest net charge? C36H91BaF3LiN7O12S